(1)
Density functional theory data (wB97M-V/def2-TZVPD) for C37H30N7O4PSn as an isolated structure at a distorted geometry.

XYZ file:
```
80
Properties=species:S:1:pos:R:3:forces:R:3
Sn -10.3064 -15.5758 -3.9322 -0.874 -0.974 1.802
O -11.8709 -12.9080 -1.0500 0.762 -1.026 -0.032
C -11.0669 -13.7181 -1.5821 0.076 0.056 -1.047
N -11.3073 -15.0417 -1.9775 1.524 2.676 0.636
C -12.3816 -15.7304 -1.5080 -1.426 -1.325 0.343
C -13.1808 -15.4558 -0.3785 0.122 -0.523 -0.535
C -14.1593 -16.3734 0.0609 0.295 0.736 -1.265
C -14.4676 -17.4842 -0.7489 -0.144 -0.095 2.345
C -13.7337 -17.7805 -1.8655 0.404 1.382 -0.477
C -12.7320 -16.8713 -2.2651 -0.278 -0.354 -0.754
N -12.0677 -16.9561 -3.4960 0.296 -0.810 -0.697
C -12.5627 -17.7261 -4.4964 0.141 0.033 -0.871
O -13.5967 -18.3979 -4.5189 -0.346 -0.155 0.007
C -11.7167 -17.7199 -5.7745 -2.150 -0.311 0.642
C -12.1406 -18.1578 -7.0255 0.141 1.048 0.352
C -11.2377 -17.9205 -8.1132 -1.561 -0.765 0.607
C -9.9249 -17.5711 -7.7966 0.753 0.288 -0.189
C -9.5746 -17.3469 -6.4824 0.651 0.587 -1.327
N -10.5245 -17.1966 -5.5417 2.106 0.386 0.999
C -9.7201 -13.2142 -2.0280 -0.867 -0.401 0.063
C -9.2542 -11.9466 -1.7055 -0.393 -0.008 0.329
C -7.9804 -11.6041 -2.0613 0.075 1.606 0.578
C -7.2464 -12.4579 -2.8760 0.494 -1.849 -0.859
C -7.7211 -13.7081 -3.2430 -0.421 2.268 0.295
N -8.9503 -14.0486 -2.8151 -0.855 -1.975 -0.689
H -13.0604 -14.4571 -0.0106 -0.024 0.121 0.803
H -14.7536 -16.0949 0.9267 -0.054 -0.206 -0.058
H -15.2221 -18.1920 -0.3797 0.110 0.275 -0.310
H -14.0483 -18.5434 -2.5416 0.148 -0.394 -0.064
H -13.1942 -18.4894 -7.1365 0.999 0.058 0.056
H -11.6119 -18.1680 -9.0994 0.419 0.181 -0.188
H -9.1802 -17.3837 -8.5820 -0.187 -0.483 0.304
H -8.5418 -17.1565 -6.1785 -0.318 0.079 -0.156
H -9.8994 -11.2590 -1.1704 0.007 -0.227 0.148
H -7.5261 -10.6548 -1.7304 -0.401 -0.424 -0.290
H -6.3255 -12.1406 -3.2848 1.068 0.245 -0.195
H -7.1882 -14.3217 -3.9688 -0.275 -0.198 0.366
N -7.4874 -17.5348 -3.3240 -2.479 1.812 -0.741
C -8.4402 -16.8718 -3.5625 2.177 -1.607 0.836
C -11.5365 -13.4484 -8.3166 -0.618 1.885 0.132
N -11.6842 -13.0888 -6.8887 -0.557 0.167 -0.853
C -12.5361 -12.0208 -6.4989 1.085 -0.813 -0.206
C -12.9316 -11.9458 -5.2263 -1.696 1.757 0.157
C -12.7862 -13.1168 -4.3633 0.663 -1.220 1.203
O -13.5667 -13.4348 -3.4629 1.048 0.622 -1.464
N -11.5863 -13.8150 -4.6516 -0.085 -0.032 -1.479
C -11.0298 -13.8060 -5.9143 -0.031 0.222 1.368
O -9.9648 -14.4389 -6.1522 -1.206 0.673 0.047
H -11.2080 -14.4591 -8.5324 -0.145 -0.137 0.544
H -10.8369 -12.7404 -8.7714 0.210 -0.211 -0.137
H -12.5213 -13.2101 -8.7741 0.547 -0.584 0.098
H -12.7419 -11.2440 -7.2491 0.141 -0.543 0.279
H -13.5216 -11.0493 -4.8607 0.680 -1.350 -0.491
C -17.5755 -12.2329 0.1425 0.288 -0.197 2.485
P -16.1218 -12.7244 -0.8278 0.366 1.248 0.014
C -17.0064 -13.6542 -2.0793 1.143 -1.940 -1.919
C -17.4914 -14.9184 -1.6691 -1.316 -0.318 0.449
C -18.0051 -15.8492 -2.5734 1.224 1.831 -0.834
C -17.8721 -15.5942 -3.9386 -0.431 -0.384 0.157
C -17.2843 -14.4370 -4.4083 0.579 1.173 -0.132
C -16.7751 -13.4997 -3.4853 -1.521 -0.900 1.110
C -15.7987 -11.0708 -1.6732 -0.408 -1.978 0.207
C -14.4562 -10.8136 -1.8940 1.480 -0.454 0.567
C -14.0753 -9.6184 -2.4444 0.600 1.024 -1.335
C -15.0553 -8.7649 -2.9505 -0.115 -0.108 0.111
C -16.3884 -9.1207 -2.9080 -0.223 -0.649 1.275
C -16.7928 -10.2549 -2.1912 0.345 0.599 0.129
H -18.4069 -11.8062 -0.3212 -1.378 0.436 -1.493
H -17.3103 -11.4343 0.8622 0.316 -0.542 0.002
H -17.9627 -13.0941 0.7308 0.364 0.449 -0.289
H -17.6040 -15.2389 -0.6114 0.423 0.729 -0.560
H -18.4331 -16.7611 -2.2708 -0.348 -0.956 0.547
H -18.2325 -16.3619 -4.6021 -0.062 -0.006 -0.414
H -17.1981 -14.1857 -5.4966 0.025 -0.589 1.100
H -16.2562 -12.6426 -3.8347 0.353 0.634 -0.239
H -13.6232 -11.4983 -1.6037 -1.035 0.176 -0.021
H -13.0092 -9.3840 -2.6422 -0.736 -0.168 0.490
H -14.8496 -7.7783 -3.3162 0.502 0.237 -0.431
H -17.1329 -8.4578 -3.2654 -0.591 0.638 -0.449
H -17.8464 -10.4117 -1.9290 0.410 -0.149 -0.490
```
Positions in Å, forces in eV/Å.

Summary:
HOMO energy (alpha / beta), eV: 0.37 / 0.44
Net charge: -2
2S+1: 1
Strongest force on any atom, eV Å⁻¹: 3.16
Gap between HOMO and LUMO (alpha / beta), eV: 3.77 / 3.71
LUMO level (alpha / beta), eV: 4.1 / 4.1
ΔE to the lowest compared entry with this formula, charge and spin, eV: 2.136

Atomic partial charges in e from the Mulliken method, atoms 1 to 5: 0.984, -0.871, -0.288, 0.035, 0.755


(2)
Density functional theory data (wB97M-V/def2-TZVPD) for C37H31BF4P2SiTl as an isolated structure.

XYZ file:
```
77
Properties=species:S:1:pos:R:3:forces:R:3
Tl -1.8366 -2.0118 -1.9569 -0.033 -0.311 0.059
C -1.5776 2.8621 -2.5889 -0.048 0.317 0.097
Si -1.0918 2.2052 -0.9482 -0.391 -0.889 -0.122
C -2.0919 2.4818 0.5667 0.083 0.633 -0.196
C -2.7929 3.6696 0.7899 -0.198 -0.153 0.027
C -3.5522 3.8031 1.9421 0.018 -0.045 -0.004
C -3.5992 2.7680 2.8723 0.054 0.030 -0.038
C -2.8610 1.6095 2.6749 0.014 0.067 0.041
C -2.1087 1.4653 1.5166 0.090 -0.220 0.162
P -0.9318 0.1139 1.1605 -0.237 0.146 0.460
C -1.8509 -1.4537 1.2479 0.215 -0.005 -0.083
C -3.2365 -1.5565 1.2929 -0.114 0.012 -0.154
C -3.8412 -2.8080 1.2525 -0.064 0.016 -0.056
C -3.0739 -3.9583 1.1518 0.037 -0.034 -0.033
C -1.6865 -3.8650 1.1037 -0.034 0.016 -0.018
C -1.0780 -2.6205 1.1511 0.064 0.021 0.269
C 0.0590 0.1385 2.6977 0.076 -0.037 -0.117
C -0.0506 -0.7909 3.7261 -0.029 0.005 -0.008
C 0.7367 -0.6642 4.8638 0.006 -0.006 0.008
C 1.6372 0.3837 4.9795 -0.005 0.002 -0.002
C 1.7578 1.3108 3.9515 0.004 -0.008 0.007
C 0.9754 1.1854 2.8159 -0.040 0.020 -0.033
C 0.7559 2.2105 -0.8010 0.088 -0.012 -0.003
C 1.2855 3.4450 -0.4084 -0.067 -0.024 -0.099
C 2.6553 3.6574 -0.4176 0.057 -0.034 0.025
C 3.5081 2.6401 -0.8250 -0.012 0.057 0.030
C 2.9923 1.4075 -1.1935 -0.038 -0.075 -0.005
C 1.6193 1.1765 -1.1725 -0.055 0.026 0.069
P 0.9205 -0.4592 -1.6246 0.262 0.282 -0.333
C 1.7574 -0.7595 -3.2255 -0.069 -0.085 0.070
C 2.9177 -1.5102 -3.3901 0.037 0.022 -0.001
C 3.4752 -1.6607 -4.6527 0.008 -0.009 -0.005
C 2.8836 -1.0629 -5.7557 0.008 0.019 0.008
C 1.7216 -0.3186 -5.6017 0.009 0.004 0.001
C 1.1585 -0.1770 -4.3437 -0.006 -0.039 0.023
C 1.7317 -1.6191 -0.4775 -0.067 -0.089 -0.120
C 1.5294 -2.9813 -0.7242 0.223 -0.004 -0.115
C 2.0724 -3.9408 0.1135 -0.004 0.003 -0.044
C 2.8039 -3.5491 1.2287 0.002 0.006 0.010
C 2.9859 -2.2014 1.4965 -0.035 -0.019 0.068
C 2.4529 -1.2381 0.6488 -0.020 0.029 -0.042
H -1.4219 3.9469 -2.6001 0.107 -0.019 -0.002
H -0.9330 2.4317 -3.3564 0.034 0.011 0.000
H -2.6139 2.6607 -2.8335 -0.069 0.032 -0.018
H -2.7654 4.4788 0.0688 -0.039 -0.030 -0.015
H -4.1107 4.7131 2.1154 -0.002 -0.003 0.025
H -4.1974 2.8776 3.7671 -0.002 0.006 0.001
H -2.8461 0.8342 3.4318 -0.052 -0.014 -0.010
H -3.8544 -0.6694 1.3298 -0.002 0.065 0.031
H -4.9199 -2.8781 1.2937 -0.003 0.001 -0.016
H -3.5523 -4.9280 1.1160 -0.011 -0.001 0.005
H -1.0819 -4.7600 1.0321 0.020 -0.001 0.028
H 0.0066 -2.5485 1.1652 -0.218 -0.026 -0.009
H -0.7523 -1.6120 3.6516 -0.005 -0.001 -0.004
H 0.6396 -1.3846 5.6655 -0.004 -0.005 -0.003
H 2.2390 0.4841 5.8730 0.018 -0.014 -0.009
H 2.4612 2.1288 4.0376 -0.012 0.008 -0.004
H 1.0630 1.9130 2.0142 0.044 -0.015 0.026
H 0.6287 4.2523 -0.0961 0.009 0.013 -0.008
H 3.0547 4.6155 -0.1130 0.007 0.002 -0.004
H 4.5766 2.8077 -0.8531 0.002 -0.005 0.011
H 3.6630 0.6140 -1.5015 0.014 0.008 -0.007
H 3.3923 -1.9784 -2.5366 -0.010 -0.003 0.006
H 4.3766 -2.2469 -4.7749 0.006 0.006 0.008
H 3.3275 -1.1763 -6.7357 -0.012 -0.018 -0.004
H 1.2530 0.1423 -6.4611 -0.004 0.004 0.005
H 0.2432 0.3950 -4.2252 -0.015 0.000 -0.021
H 0.9681 -3.2952 -1.5993 0.032 -0.021 -0.010
H 1.9297 -4.9917 -0.1016 -0.005 -0.005 -0.009
H 3.2369 -4.2953 1.8814 -0.019 -0.001 0.017
H 3.5458 -1.8931 2.3697 -0.002 0.011 0.002
H 2.6043 -0.1913 0.8744 -0.002 0.001 0.002
F -2.4557 0.4705 -1.4336 0.591 0.387 0.073
B -3.9470 0.4711 -1.8196 -0.546 0.029 -0.240
F -4.2103 -0.8957 -2.0079 0.126 0.114 0.185
F -4.0560 1.1582 -2.9976 0.095 -0.066 0.103
F -4.6234 1.0221 -0.7778 0.140 -0.089 0.061
```
Positions in Å, forces in eV/Å.

Summary:
HOMO energy, eV: -10.79
Net charge: +1
2S+1: 1
Strongest force on any atom, eV Å⁻¹: 0.98
Gap between HOMO and LUMO, eV: 7.73
LUMO level, eV: -3.1
ΔE to the lowest compared entry with this formula, charge and spin, eV: 0.000

Atomic partial charges in e from the Mulliken method, atoms 1 to 5: 1.298, -1.219, 1.070, 0.586, -0.854


The highest strongest force on any atom belongs to which entry? C37H30N7O4PSn


Which of these has the highest net charge? C37H31BF4P2SiTl